Entry 1:
C16H31Cl3O9 | the ωB97M-V functional and the def2-TZVPD basis

```
59
Properties=species:S:1:pos:R:3
C 2.99507 -2.54769 3.17766
Cl 4.08934 -3.06287 4.51117
Cl 2.15608 -3.94623 2.47916
Cl 3.94832 -1.66955 1.91026
H 2.20324 -1.86259 3.48054
C 1.23154 1.39993 2.18767
O 1.09998 0.02420 1.59662
C 0.11911 -0.36740 0.82038
O -0.81630 0.38361 0.50726
O 0.28098 -1.62459 0.47869
C -0.54427 -2.20879 -0.42015
H 1.03766 1.40790 3.26026
H 0.52074 2.08018 1.71851
H 2.25411 1.72397 1.99414
H -0.15588 -1.81772 -1.36053
H -1.57547 -1.85893 -0.37176
H -0.56435 -3.29640 -0.48935
C -1.80677 7.84367 -1.72999
O -2.05176 6.90089 -0.63188
C -2.12765 5.60860 -0.82384
O -2.11414 5.01965 -1.88128
O -2.26246 5.08402 0.44102
C -2.45325 3.74764 0.63320
H -1.50788 8.81852 -1.34475
H -2.79656 7.97668 -2.16670
H -1.11382 7.54317 -2.51589
H -1.52293 3.18283 0.57326
H -3.22242 3.43952 -0.07501
H -2.76922 3.56736 1.66070
C 2.47016 4.72463 0.21896
C 1.40873 5.18421 1.21147
O 0.59548 4.48383 1.80608
C 1.39552 6.68777 1.40211
H 1.94149 4.44997 -0.69382
H 3.05118 3.86618 0.55596
H 3.22570 5.48786 0.03260
H 0.57689 7.04861 0.77940
H 2.36700 7.15806 1.25001
H 1.10732 6.84951 2.44080
C -2.53384 -5.42550 -2.24477
C -3.77533 -4.65394 -1.75878
O -4.75044 -4.70064 -2.47952
C -3.78440 -4.10878 -0.38625
H -2.81369 -5.81274 -3.22448
H -2.33751 -6.27751 -1.59390
H -1.63140 -4.81546 -2.28416
H -4.12135 -5.02197 0.10433
H -4.60127 -3.41059 -0.20365
H -2.84770 -3.79053 0.07135
C 2.12815 -4.66641 -1.35642
C 2.79231 -5.97858 -0.90895
O 3.70344 -6.08949 -0.08013
C 2.13606 -7.22301 -1.41929
H 1.05474 -4.59254 -1.18198
H 2.12565 -4.33467 -2.39471
H 2.55470 -3.88296 -0.73002
H 2.63891 -8.04893 -0.91619
H 2.31204 -7.35442 -2.48693
H 1.08040 -7.24157 -1.14847
```

The net charge is -1. As for the largest force on an atom: 3.85 eV/Å. As for the frontier orbital gap (alpha / beta): 1.403 / 9.237 eV. As for the multiplicity: 2.

Here are the Löwdin charges for atoms 1 to 6, given in e: atom 1 (C): -1.5214, atom 2 (Cl): 0.4138, atom 3 (Cl): 0.4088, atom 4 (Cl): 0.3665, atom 5 (H): -0.0022, atom 6 (C): 0.0075

---

Entry 2:
C13H33CuN2O5 | the ωB97M-V functional and the def2-TZVPD basis

```
54
Properties=species:S:1:pos:R:3
Cu -0.67797 -0.90625 -0.99837
C -3.99575 -0.54942 -0.23631
O -2.92095 -0.70735 -1.07582
H -4.17422 -1.45727 0.37086
H -3.87833 0.30845 0.45117
H -5.00100 -0.36415 -0.65711
C -1.71552 -2.84345 1.36608
O -0.42611 -2.61991 0.81526
C 0.11118 -3.82589 0.26785
C 1.33704 -3.46665 -0.55482
N 1.00260 -2.48768 -1.57385
C 2.14181 -1.63655 -1.93754
C 1.80519 -0.63317 -3.01287
O 0.71778 0.16829 -2.55481
C 0.13403 0.94774 -3.58409
H -2.49567 -2.73241 0.60762
H -1.90668 -2.02216 2.05879
H -1.88642 -3.76882 1.92097
H -0.63258 -4.33180 -0.35774
H 0.30035 -4.50972 1.09930
H 1.84428 -4.31231 -1.03365
H 2.08697 -3.13981 0.17047
H 0.57118 -2.91653 -2.38180
H 2.92865 -2.27602 -2.36151
H 2.51360 -1.19599 -1.01399
H 1.51747 -1.09504 -3.96185
H 2.67761 0.00199 -3.19465
H 0.95412 1.50184 -4.04902
H -0.60277 1.64556 -3.18985
H -0.42961 0.37518 -4.32628
C 0.75017 1.93270 4.10689
O -0.11345 1.00401 3.50642
C 0.50544 -0.04984 2.81977
C 1.19203 0.34198 1.49096
N 0.27382 0.76636 0.41360
C -0.66332 1.87675 0.69939
C 0.13426 3.20430 0.71710
O 0.64124 3.42183 -0.59300
C -0.08866 4.43821 -1.27664
H 1.32877 1.47770 4.92160
H 0.11822 2.68280 4.57935
H 1.45623 2.35783 3.39335
H -0.18118 -0.87269 2.63815
H 1.30344 -0.45719 3.45875
H 1.64859 -0.59585 1.16631
H 1.96539 1.09560 1.66281
H 0.87148 1.23346 -0.26638
H -1.26527 1.68979 1.58149
H -1.37212 2.04556 -0.11483
H 0.90540 3.17804 1.48398
H -0.56914 3.99002 1.01020
H -1.16283 4.26232 -1.36596
H 0.32315 4.41445 -2.28548
H 0.09805 5.41119 -0.82028
```

As for the largest force on an atom: 1.67 eV/Å. As for the frontier orbital gap: 6.756 eV. The energy above the lowest of the compared OMol25 structures with the same formula, charge and spin is 15.6 kcal per mole.

Here are the Löwdin charges for atoms 1 to 6, given in e: atom 1 (Cu): 0.3714, atom 2 (C): -0.3923, atom 3 (O): -0.4020, atom 4 (H): 0.0342, atom 5 (H): 0.0444, atom 6 (H): 0.0464

---

Entry 3:
C22H30CsN3O3P | the ωB97M-V functional and the def2-TZVPD basis

```
60
Properties=species:S:1:pos:R:3
Cs -0.37071 -2.15213 -1.25050
C -1.79599 -0.63043 3.45731
C -1.75325 -0.58587 1.95033
N -0.66585 -0.55434 1.26558
N 0.50342 -0.61761 1.98090
C 1.57118 -0.74743 1.19525
O 1.63815 -0.83226 -0.04400
C 2.86536 -0.78022 1.97295
C 2.90595 -0.69259 3.36247
C 4.11707 -0.69765 4.03160
C 5.30570 -0.78973 3.32359
C 5.27605 -0.88060 1.93997
C 4.06395 -0.87532 1.27068
C -3.03606 -0.54827 1.21848
C -4.22925 -0.56199 1.96257
C -5.44123 -0.52222 1.29986
C -5.43902 -0.47767 -0.08765
C -4.21031 -0.48149 -0.73336
N -3.04055 -0.51460 -0.12119
H -0.77842 -0.61631 3.83389
H -2.29234 -1.53395 3.81909
H -2.33789 0.22673 3.86277
H 1.97225 -0.61958 3.89990
H 4.13511 -0.62869 5.11311
H 6.25422 -0.79300 3.84680
H 6.20081 -0.95609 1.38032
H 4.01245 -0.94532 0.19256
H -4.20822 -0.60755 3.03806
H -6.36828 -0.53102 1.86016
H -6.35081 -0.45135 -0.66809
H -4.17027 -0.45779 -1.81937
C -1.69613 3.70445 -0.22155
C -1.73209 2.24154 -0.64480
P -0.50948 1.70227 -1.90370
C -0.73758 3.01767 -3.20892
C -0.23869 2.57142 -4.57667
C 1.07124 2.23840 -1.12376
C 2.28139 1.68351 -1.86271
H -2.45749 3.92425 0.52980
H -1.86904 4.36923 -1.07022
H -0.72717 3.96498 0.20674
H -2.71546 1.96565 -1.02690
H -1.55491 1.57056 0.19732
H -0.26342 3.96173 -2.92140
H -1.81267 3.22670 -3.26752
H 0.83047 2.35534 -4.56688
H -0.41436 3.34325 -5.32999
H -0.74580 1.65900 -4.89420
H 1.06721 1.84899 -0.10161
H 1.12400 3.33061 -1.05067
H 2.22087 0.59707 -1.88439
H 3.20922 1.95893 -1.35731
H 2.34425 2.05793 -2.88626
C 2.07397 -5.26215 -1.57286
O 0.73896 -4.89997 -1.41910
C -0.02492 -4.77617 -2.87612
O -1.14042 -4.40457 -2.64234
H 2.23372 -6.32729 -1.33884
H 2.72001 -4.65963 -0.92122
H 2.39115 -5.10734 -2.61800
```

The net charge is -1. As for the largest force on an atom: 0.82 eV/Å. As for the frontier orbital gap: 6.025 eV. The energy above the lowest of the compared OMol25 structures with the same formula, charge and spin is 8.3 kcal per mole.

Here are the Löwdin charges for atoms 1 to 6, given in e: atom 1 (Cs): 1.1948, atom 2 (C): -0.0471, atom 3 (C): -0.3105, atom 4 (N): -0.0328, atom 5 (N): 0.0287, atom 6 (C): -0.5337

---

Entry 4:
C8H7O6Tc | the ωB97M-V functional and the def2-TZVPD basis

```
22
Properties=species:S:1:pos:R:3
O 2.16816 -2.44527 1.95547
C 1.49391 -2.29772 1.05143
Tc -0.77602 -0.80555 -3.14764
C -0.75921 0.61655 -1.87004
O -0.66265 1.42806 -1.02654
C -1.56950 0.47379 -4.50233
O -1.99100 1.28003 -5.20688
C -2.06851 -1.88267 -2.11352
O -2.80026 -2.47849 -1.41939
C 1.17741 -0.86093 -3.26335
O 2.34766 -0.84491 -3.23790
H -0.05786 -1.63944 -1.87963
C 1.64086 0.83425 2.40004
C 0.22075 0.42394 2.11613
C -0.86382 1.30742 2.71275
O -0.03094 -0.56515 1.40550
H 1.71662 1.14518 3.45476
H 1.88318 1.66975 1.72181
H 2.29628 -0.02211 2.20463
H -1.14400 2.09924 2.01938
H -1.75786 0.74863 3.03314
H -0.46322 1.81541 3.59219
```

The net charge is +3. As for the largest force on an atom: 8.59 eV/Å. As for the frontier orbital gap (alpha / beta): 7.610 / 5.736 eV. As for the multiplicity: 4. The energy above the lowest of the compared OMol25 structures with the same formula, charge and spin is 6.6 kcal per mole.

Here are the Löwdin charges for atoms 1 to 6, given in e: atom 1 (O): 0.1319, atom 2 (C): 0.0699, atom 3 (Tc): 1.1293, atom 4 (C): -0.1432, atom 5 (O): 0.2432, atom 6 (C): -0.0236